No. 1
Formula: C3H4O3
Source: the Open Molecules 2025 dataset
Level of theory: ωB97M-V with the def2-TZVPD basis set

* frontier orbital gap: 0.3495 Eh
* ΔE to the lowest compared entry with this formula, charge and spin: 92.3 kcal/mol
* total energy: -342.30887 hartree
* HOMO: -9.862 eV
* structure (SMILES): O=CC(O)C=O
* largest force on an atom: 8.306 eV/Å
* E_LUMO: -0.35 eV

The geometry in XYZ format:
```
10
C3H4O3 (ωB97M-V with the def2-TZVPD basis set)
O 1.39 1.38 -0.78
O -2.05 -0.06 -0.55
O -0.20 -1.61 0.53
C -1.11 0.61 0.14
C 0.90 0.27 -0.79
C 0.11 -0.25 0.55
H 0.48 0.18 1.48
H -1.02 1.84 0.44
H 0.66 -1.95 0.89
H 0.82 -0.40 -1.92
```

=====

No. 2
Formula: C3H4O3
Source: the Open Molecules 2025 dataset
Level of theory: ωB97M-V with the def2-TZVPD basis set

* frontier orbital gap: 0.3819 Eh
* ΔE to the lowest compared entry with this formula, charge and spin: 15.5 kcal/mol
* total energy: -342.43121 hartree
* HOMO: -9.796 eV
* structure (SMILES): O=C(O)/C=C/O
* largest force on an atom: 1.633 eV/Å
* E_LUMO: 0.59 eV

The geometry in XYZ format:
```
10
C3H4O3 (ωB97M-V with the def2-TZVPD basis set)
O -2.24 -0.76 0.10
O -1.49 1.33 -0.06
O 2.45 -0.14 -0.05
C 1.17 0.21 0.04
C 0.10 -0.60 0.02
C -1.28 -0.03 0.03
H 2.54 -1.09 -0.18
H 1.04 1.28 0.16
H 0.15 -1.67 -0.09
H -2.44 1.47 0.02
```

=====

No. 3
Formula: C3H4O3Pr
Source: the Open Molecules 2025 dataset
Level of theory: ωB97M-V with the def2-TZVPD basis set

* frontier orbital gap (alpha / beta): 0.2310 / 0.2375 Eh
* net charge: +1
* ΔE to the lowest compared entry with this formula, charge and spin: 172.0 kcal/mol
* total energy: -858.87135 hartree
* HOMO (alpha / beta): -12.755 / -12.770 eV
* largest force on an atom: 4.513 eV/Å
* spin multiplicity: 3
* E_LUMO (alpha / beta): -6.47 / -6.31 eV

The geometry in XYZ format:
```
11
C3H4O3Pr (ωB97M-V with the def2-TZVPD basis set)
Pr -2.61 -0.92 -0.56
O 0.92 -1.06 -0.45
O 2.97 -0.49 -1.19
O 1.50 1.06 -0.50
C 1.82 -0.26 -0.88
C -0.46 0.07 0.46
C 0.50 1.13 0.45
H 0.87 1.19 1.48
H -4.38 -1.82 -0.39
H -0.74 1.57 0.15
H -0.39 -0.47 1.43
```

=====

No. 4
Formula: C3H4O3S
Source: the Open Molecules 2025 dataset
Level of theory: ωB97M-V with the def2-TZVPD basis set

* frontier orbital gap: 0.3641 Eh
* ΔE to the lowest compared entry with this formula, charge and spin: 78.0 kcal/mol
* total energy: -740.53534 hartree
* HOMO: -9.362 eV
* largest force on an atom: 3.794 eV/Å
* E_LUMO: 0.55 eV

The geometry in XYZ format:
```
11
C3H4O3S (ωB97M-V with the def2-TZVPD basis set)
S 2.72 0.50 -0.45
O -0.33 0.47 -2.35
O 2.01 0.87 -2.02
O 3.15 1.69 0.23
C 0.70 0.42 -1.49
C 0.01 -0.24 0.85
C 0.91 0.22 -0.21
H 0.42 -1.13 1.33
H -0.04 0.56 1.69
H 0.04 0.57 -3.21
H -0.95 -0.49 0.28
```

=====

No. 5
Formula: C3H4O3Sc
Source: the Open Molecules 2025 dataset
Level of theory: ωB97M-V with the def2-TZVPD basis set

* frontier orbital gap (alpha / beta): 0.2215 / 0.2155 Eh
* ΔE to the lowest compared entry with this formula, charge and spin: 0.0 kcal/mol
* total energy: -1103.07857 hartree
* HOMO (alpha / beta): -6.664 / -6.729 eV
* largest force on an atom: 4.219 eV/Å
* spin multiplicity: 2
* E_LUMO (alpha / beta): -0.64 / -0.86 eV

The geometry in XYZ format:
```
11
C3H4O3Sc (ωB97M-V with the def2-TZVPD basis set)
Sc 2.40 1.89 0.77
O -0.97 0.22 -0.70
O 2.65 0.10 -0.13
O 0.47 1.76 0.03
C 1.45 -0.36 -0.57
C 0.32 0.50 -0.33
C -1.75 -0.52 0.20
H 1.32 -1.45 -0.59
H -2.72 -0.02 0.28
H -1.90 -1.55 -0.15
H -1.28 -0.56 1.20
```

=====

No. 6
Formula: C3H4O5P
Source: the Open Molecules 2025 dataset
Level of theory: ωB97M-V with the def2-TZVPD basis set

* frontier orbital gap: 0.2720 Eh
* net charge: -1
* ΔE to the lowest compared entry with this formula, charge and spin: 60.8 kcal/mol
* total energy: -834.29631 hartree
* HOMO: -3.795 eV
* largest force on an atom: 3.050 eV/Å
* E_LUMO: 3.61 eV

The geometry in XYZ format:
```
13
C3H4O5P (ωB97M-V with the def2-TZVPD basis set)
P -1.72 -0.78 0.11
O 1.20 -1.11 2.41
O 1.42 1.34 -2.75
O -1.96 -1.30 -1.27
O -0.06 0.48 1.53
O -0.54 -1.63 0.90
C -1.00 0.85 0.49
C 0.31 -0.77 1.62
C 1.71 1.10 -1.60
H -0.33 1.15 -0.37
H 2.39 1.82 -0.96
H 1.27 0.18 -1.12
H -2.68 -1.35 1.01
```

=====

No. 7
Formula: C3H4O5Ru
Source: the Open Molecules 2025 dataset
Level of theory: ωB97M-V with the def2-TZVPD basis set

* frontier orbital gap (alpha / beta): 0.2821 / 0.2075 Eh
* total energy: -587.56507 hartree
* HOMO (alpha / beta): -7.552 / -8.815 eV
* largest force on an atom: 5.205 eV/Å
* spin multiplicity: 7
* E_LUMO (alpha / beta): 0.12 / -3.17 eV

The geometry in XYZ format:
```
13
C3H4O5Ru (ωB97M-V with the def2-TZVPD basis set)
Ru -2.39 0.09 -2.30
O 0.51 1.44 1.24
O -0.07 -1.51 0.55
O 0.78 -0.70 -1.38
O -1.40 1.68 -2.17
O -1.41 -1.03 -1.10
C -0.20 -1.10 -0.74
C 0.76 -0.96 1.51
C 0.93 0.33 1.86
H 0.17 1.20 0.29
H 1.36 -1.72 2.00
H -0.52 1.77 -2.56
H 1.49 0.51 2.78
```

=====

No. 8
Formula: C3H4OS
Source: the Open Molecules 2025 dataset
Level of theory: ωB97M-V with the def2-TZVPD basis set

* frontier orbital gap: 0.3292 Eh
* ΔE to the lowest compared entry with this formula, charge and spin: 67.4 kcal/mol
* total energy: -590.01732 hartree
* HOMO: -8.911 eV
* structure (SMILES): C=CSC=O
* largest force on an atom: 6.392 eV/Å
* E_LUMO: 0.05 eV

The geometry in XYZ format:
```
9
C3H4OS (ωB97M-V with the def2-TZVPD basis set)
S 0.17 0.27 -1.42
O -1.62 1.50 -0.04
C 0.06 -0.54 0.10
C -0.79 1.73 -0.97
C 0.94 -1.45 0.82
H -0.45 -0.10 0.93
H -0.59 2.66 -1.66
H 0.54 -1.69 1.88
H 1.74 -2.39 0.36
```

=====

No. 9
Formula: C3H4OS
Source: the Open Molecules 2025 dataset
Level of theory: ωB97M-V with the def2-TZVPD basis set

* frontier orbital gap: 0.3084 Eh
* ΔE to the lowest compared entry with this formula, charge and spin: 81.0 kcal/mol
* total energy: -589.99557 hartree
* HOMO: -8.135 eV
* largest force on an atom: 3.533 eV/Å
* E_LUMO: 0.26 eV

The geometry in XYZ format:
```
9
C3H4OS (ωB97M-V with the def2-TZVPD basis set)
S -1.02 1.03 -0.38
O -0.25 -0.84 -3.04
C -1.01 -1.02 -2.22
C 0.55 -0.37 1.44
C 0.37 0.84 0.49
H 0.67 0.08 2.37
H -0.35 -1.04 1.59
H -0.42 2.00 -1.18
H 1.48 -0.68 0.92
```

=====

No. 10
Formula: C3H4OS
Source: the Open Molecules 2025 dataset
Level of theory: ωB97M-V with the def2-TZVPD basis set

* frontier orbital gap: 0.3035 Eh
* ΔE to the lowest compared entry with this formula, charge and spin: 32.8 kcal/mol
* total energy: -590.07243 hartree
* HOMO: -9.143 eV
* largest force on an atom: 4.459 eV/Å
* E_LUMO: -0.89 eV

The geometry in XYZ format:
```
9
C3H4OS (ωB97M-V with the def2-TZVPD basis set)
S 1.35 -1.33 0.91
O -1.30 0.63 1.23
C -0.94 -0.47 0.94
C 0.23 -0.41 0.12
C 0.43 0.52 -0.95
H -1.25 -1.39 1.30
H 1.08 1.28 -0.49
H 1.00 0.21 -1.82
H -0.59 0.96 -1.25
```

=====

No. 11
Formula: C3H4OS
Source: the Open Molecules 2025 dataset
Level of theory: ωB97M-V with the def2-TZVPD basis set

* frontier orbital gap: 0.3684 Eh
* ΔE to the lowest compared entry with this formula, charge and spin: 48.2 kcal/mol
* total energy: -590.04790 hartree
* HOMO: -9.329 eV
* largest force on an atom: 9.169 eV/Å
* E_LUMO: 0.70 eV

The geometry in XYZ format:
```
9
C3H4OS (ωB97M-V with the def2-TZVPD basis set)
S -1.58 0.06 -0.28
O 1.95 -0.04 -0.36
C 0.76 -0.11 0.00
C -0.35 -1.28 0.03
C -0.22 1.25 0.08
H -0.03 1.65 1.05
H -0.42 -1.70 -0.80
H 0.22 1.99 -0.73
H -0.33 -1.82 1.00
```

=====

No. 12
Formula: C3H4OS2
Source: the Open Molecules 2025 dataset
Level of theory: ωB97M-V with the def2-TZVPD basis set

* frontier orbital gap (alpha / beta): 0.2703 / 0.2698 Eh
* ΔE to the lowest compared entry with this formula, charge and spin: 113.9 kcal/mol
* total energy: -988.15075 hartree
* HOMO (alpha / beta): -9.430 / -9.395 eV
* structure (SMILES): CC=C=S(=O)=S
* largest force on an atom: 2.906 eV/Å
* E_LUMO (alpha / beta): -2.07 / -2.05 eV

The geometry in XYZ format:
```
10
C3H4OS2 (ωB97M-V with the def2-TZVPD basis set)
S 2.55 -0.24 -2.29
S 1.10 -0.93 -1.14
O 0.74 -2.28 -1.46
C -0.02 0.07 1.16
C -1.09 0.92 0.33
C 0.90 -0.72 0.62
H -1.90 1.27 0.95
H -1.57 0.22 -0.38
H -0.58 1.86 -0.12
H -0.12 -0.16 2.34
```

=====

No. 13
Formula: C3H4P2
Source: the Open Molecules 2025 dataset
Level of theory: ωB97M-V with the def2-TZVPD basis set

* frontier orbital gap: 0.3472 Eh
* ΔE to the lowest compared entry with this formula, charge and spin: 11.2 kcal/mol
* total energy: -799.32502 hartree
* HOMO: -8.883 eV
* structure (SMILES): C=C1P2#P1C2
* largest force on an atom: 3.092 eV/Å
* E_LUMO: 0.56 eV

The geometry in XYZ format:
```
9
C3H4P2 (ωB97M-V with the def2-TZVPD basis set)
P 1.37 -0.84 -1.00
P 1.76 1.08 -0.02
C -1.16 0.77 -1.08
C 1.53 -0.60 0.81
C 0.09 0.49 -0.77
H 0.46 -0.62 1.35
H -1.38 1.75 -0.89
H 2.45 -1.06 1.26
H -1.89 0.17 -1.64
```

=====

No. 14
Formula: C3H4P2
Source: the Open Molecules 2025 dataset
Level of theory: ωB97M-V with the def2-TZVPD basis set

* frontier orbital gap: 0.3260 Eh
* ΔE to the lowest compared entry with this formula, charge and spin: 70.8 kcal/mol
* total energy: -799.23004 hartree
* HOMO: -8.570 eV
* structure (SMILES): P1[C@@H]2[C@H]3PC123
* largest force on an atom: 3.687 eV/Å
* E_LUMO: 0.30 eV

The geometry in XYZ format:
```
9
C3H4P2 (ωB97M-V with the def2-TZVPD basis set)
P 0.67 -0.51 -1.64
P -0.81 1.28 1.21
C 0.14 0.65 -0.27
C 0.72 -0.65 0.19
C -0.69 -0.44 0.49
H -1.61 -0.71 0.14
H 2.06 -0.31 -1.55
H -2.13 1.59 0.74
H 1.65 -0.91 0.69
```

=====

No. 15
Formula: C3H4S
Source: the Open Molecules 2025 dataset
Level of theory: ωB97M-V with the def2-TZVPD basis set

* frontier orbital gap (alpha / beta): 0.2889 / 0.2749 Eh
* ΔE to the lowest compared entry with this formula, charge and spin: 68.7 kcal/mol
* total energy: -514.73303 hartree
* HOMO (alpha / beta): -7.868 / -7.616 eV
* largest force on an atom: 2.235 eV/Å
* E_LUMO (alpha / beta): -0.01 / -0.14 eV

The geometry in XYZ format:
```
8
C3H4S (ωB97M-V with the def2-TZVPD basis set)
S 0.67 0.29 -1.06
C 1.90 -0.23 -0.12
C -1.86 0.27 0.22
C -0.58 0.46 0.05
H -2.34 -0.43 -0.43
H 1.62 -0.70 0.83
H -2.26 0.86 1.01
H 2.85 -0.52 -0.51
```

=====

No. 16
Formula: C3H4S
Source: the Open Molecules 2025 dataset
Level of theory: ωB97M-V with the def2-TZVPD basis set

* frontier orbital gap: 0.3173 Eh
* ΔE to the lowest compared entry with this formula, charge and spin: 38.1 kcal/mol
* total energy: -514.78177 hartree
* HOMO: -7.766 eV
* largest force on an atom: 7.528 eV/Å
* E_LUMO: 0.87 eV

The geometry in XYZ format:
```
8
C3H4S (ωB97M-V with the def2-TZVPD basis set)
S -1.60 0.35 0.11
C 0.66 -0.41 0.01
C -0.75 -1.13 0.07
C 0.19 0.92 -0.01
H 0.64 1.60 0.80
H 1.70 -0.68 0.06
H 0.39 1.46 -1.03
H -1.22 -2.10 0.00
```

=====

No. 17
Formula: C3H4S2
Source: the Open Molecules 2025 dataset
Level of theory: ωB97M-V with the def2-TZVPD basis set

* frontier orbital gap: 0.3436 Eh
* ΔE to the lowest compared entry with this formula, charge and spin: 55.7 kcal/mol
* total energy: -912.97173 hartree
* HOMO: -8.563 eV
* structure (SMILES): C1SC12CS2
* largest force on an atom: 3.663 eV/Å
* E_LUMO: 0.79 eV

The geometry in XYZ format:
```
9
C3H4S2 (ωB97M-V with the def2-TZVPD basis set)
S -0.28 -1.40 -1.71
S -0.24 1.80 -1.39
C 1.07 1.01 -0.43
C -0.03 0.15 -0.95
C -1.22 -1.01 -0.21
H -2.34 -0.82 -0.07
H 2.06 1.06 -1.01
H 1.01 1.28 0.71
H -0.75 -1.56 0.54
```

=====

No. 18
Formula: C3H4S2
Source: the Open Molecules 2025 dataset
Level of theory: ωB97M-V with the def2-TZVPD basis set

* frontier orbital gap: 0.3055 Eh
* ΔE to the lowest compared entry with this formula, charge and spin: 37.2 kcal/mol
* total energy: -913.00126 hartree
* HOMO: -8.624 eV
* structure (SMILES): C=CSC=S
* largest force on an atom: 4.336 eV/Å
* E_LUMO: -0.31 eV

The geometry in XYZ format:
```
9
C3H4S2 (ωB97M-V with the def2-TZVPD basis set)
S -0.25 -1.91 -1.66
S -1.43 0.67 -0.62
C 0.80 0.89 0.98
C -1.30 -0.68 -1.67
C -0.01 0.13 0.21
H -0.13 -0.94 0.35
H 0.84 1.98 0.94
H 1.60 0.37 1.27
H -2.20 -0.84 -2.30
```

=====

No. 19
Formula: C3H4S4
Source: the Open Molecules 2025 dataset
Level of theory: ωB97M-V with the def2-TZVPD basis set

* frontier orbital gap: 0.3027 Eh
* ΔE to the lowest compared entry with this formula, charge and spin: 6.6 kcal/mol
* total energy: -1709.42027 hartree
* HOMO: -7.863 eV
* structure (SMILES): SC1=C(S)SCS1
* largest force on an atom: 2.006 eV/Å
* E_LUMO: 0.37 eV

The geometry in XYZ format:
```
11
C3H4S4 (ωB97M-V with the def2-TZVPD basis set)
S 0.58 -1.81 -0.01
S 2.65 0.29 0.42
S -1.65 0.11 -0.49
S 0.31 2.50 -0.07
C 0.94 -0.04 0.12
C -1.19 -1.54 0.18
C -0.07 0.80 -0.10
H 2.80 0.88 -0.71
H -1.60 -1.80 1.21
H -1.73 -2.11 -0.57
H -1.03 2.71 0.03
```

=====

No. 20
Formula: C3H58GaO25
Source: the Open Molecules 2025 dataset
Level of theory: ωB97M-V with the def2-TZVPD basis set

* frontier orbital gap: 0.2681 Eh
* net charge: -1
* total energy: -3954.86369 hartree
* HOMO: -5.377 eV
* largest force on an atom: 0.595 eV/Å
* E_LUMO: 1.92 eV

The geometry in XYZ format:
```
87
C3H58GaO25 (ωB97M-V with the def2-TZVPD basis set)
Ga 0.92 2.43 0.64
O 1.23 -5.46 1.84
O -0.51 5.73 -0.68
O -6.65 4.32 4.23
O 2.35 -1.39 3.37
O 3.29 -2.91 -9.74
O 2.42 -0.61 -4.94
O -5.93 -1.59 3.26
O -1.11 -8.96 -2.43
O -0.48 -0.42 4.49
O 0.00 -7.89 0.00
O 1.35 -3.15 -2.03
O -4.68 3.44 2.03
O 4.15 4.88 -1.00
O 4.46 0.35 -2.96
O -3.03 0.31 2.44
O 0.45 3.68 4.38
O -5.58 1.49 4.56
O 1.67 3.28 -3.00
O 2.03 -0.28 -1.00
O 1.88 0.49 5.87
O -2.69 2.85 -0.09
O -1.16 -3.42 2.24
O 3.54 2.48 -5.45
O 4.37 -1.63 -7.17
O -3.75 -0.60 -0.57
C 0.23 -0.97 0.54
C 0.61 -0.25 -0.75
C 0.11 1.17 -0.77
H 2.25 -1.22 -1.05
H 1.34 1.71 2.03
H 3.13 -1.48 3.92
H -4.59 2.64 1.50
H -1.02 -9.23 -3.35
H 2.18 -5.52 1.94
H -1.20 -2.78 2.96
H 4.58 4.65 -0.17
H 4.87 -0.83 -7.32
H -2.58 3.37 0.71
H 3.91 4.01 -1.34
H -3.18 0.15 -0.75
H 2.03 1.27 5.32
H -4.00 -0.50 0.35
H 1.46 3.96 -2.34
H 1.11 -1.06 1.16
H 1.00 -6.16 1.22
H 2.51 -0.60 2.83
H 0.03 -8.74 -0.45
H -0.20 3.50 3.69
H -0.13 6.16 -1.45
H -0.27 -3.79 2.29
H 3.66 -1.36 -6.56
H 2.93 0.20 -5.07
H -2.62 3.51 -0.79
H -2.70 0.79 1.67
H 3.67 -2.79 -8.86
H 0.22 5.51 -0.08
H 4.03 3.29 -5.58
H 2.85 2.69 -4.80
H 2.65 0.43 6.44
H -0.15 -1.97 0.36
H 2.91 -2.05 -9.95
H 1.41 -2.95 -2.97
H -5.35 1.00 3.76
H -5.77 2.38 4.25
H -6.06 -1.06 4.06
H 0.42 -3.02 -1.81
H 5.06 -0.03 -3.61
H -5.03 -1.92 3.33
H 0.31 1.58 -1.76
H 0.42 -0.76 4.55
H 2.09 2.59 -2.47
H 0.13 -0.80 -1.58
H 0.13 3.30 5.19
H -0.96 1.15 -0.63
H 2.16 3.26 0.02
H -5.61 3.51 2.23
H -0.52 -0.39 1.08
H -0.22 3.54 1.02
H 3.90 -0.38 -2.68
H -6.04 5.05 4.07
H -0.92 -7.82 0.29
H -6.93 4.43 5.14
H 1.73 -0.34 -4.32
H -1.27 -8.01 -2.45
H -0.56 0.16 5.26
H -2.27 0.31 3.04
```